Density functional theory data (ωB97M-V/def2-TZVPD) for the molecule C12H16N6O3 at a distorted geometry.

Calculated values
- SMILES: N[C@@H](Cc1c[nH]cn1)C(=O)N[C@@H](Cc1c[nH]cn1)C(=O)O
- Gap between HOMO and LUMO: 9.050 eV
- Relative energy (zero: lowest compared OMol25 entry of this formula, charge and spin): 569.4 kJ/mol
- 2S+1: 1
- Max |F|: 6.5 eV/A

Last column: Löwdin charge in e.
Positions of all 37 atoms, in Å:
N1 -2.139 -2.996 -0.554  0.03
C1 -1.570 -1.855 -1.276  -0.24
C2 -2.854 -0.797 -1.466  -0.12
C3 -3.263 -0.187 -0.190  -0.30
C4 -4.046 -0.645 0.972  -0.06
N2 -3.709 0.223 2.022  0.00
C5 -2.976 1.296 1.412  -0.16
N3 -2.630 1.082 0.110  0.09
C6 -0.381 -1.142 -0.456  -0.37
O1 0.034 -1.647 0.579  0.04
N4 0.231 -0.039 -1.150  0.10
C7 0.837 0.897 -0.323  -0.32
C8 2.387 1.273 -0.589  -0.04
C9 3.318 0.169 0.008  -0.24
C10 3.108 -0.988 0.733  -0.06
N5 4.319 -1.605 1.037  0.06
C11 5.227 -0.829 0.495  -0.28
N6 4.760 0.256 -0.090  0.06
C12 0.173 2.239 -0.524  -0.37
O2 -0.651 2.501 -1.485  0.02
O3 0.484 2.954 0.650  0.06
H1 -2.257 -2.931 0.453  0.07
H2 -1.539 -3.778 -0.472  0.05
H3 -1.414 -2.097 -2.368  0.15
H4 -3.606 -1.422 -2.061  0.13
H5 -2.461 0.238 -1.939  0.13
H6 -4.701 -1.626 1.230  0.15
H7 -4.263 0.368 2.890  0.15
H8 -2.627 2.292 1.947  0.14
H9 -0.617 0.479 -1.835  0.20
H10 0.863 0.660 0.707  0.13
H11 2.528 1.192 -1.712  0.13
H12 2.775 2.300 -0.176  0.15
H13 2.069 -1.418 0.917  0.11
H14 4.407 -2.510 1.307  0.11
H15 6.337 -1.038 0.136  0.16
H16 -0.016 3.798 0.618  0.13